Version A
DFT (ωB97M-V/def2-TZVPD) results for a structure of composition C29H33BrN4O2RuSSiTe.

Cartesian coordinates (Å):
1 H -2.608 3.342 -1.032
2 C 2.294 -1.539 0.390
3 N -2.283 -3.399 -2.620
4 N -0.684 0.201 -2.096
5 H -5.088 -0.995 2.560
6 C 5.258 0.411 -4.991
7 H 5.197 -0.510 -5.573
8 C -2.889 2.791 4.471
9 C -4.656 -0.989 3.564
10 C -0.690 2.502 -1.513
11 H -5.685 3.271 6.197
12 H -4.368 2.801 7.265
13 C -2.317 2.013 3.466
14 Ru 0.163 -1.635 -2.606
15 H -5.423 0.784 5.388
16 C 1.802 -0.275 0.723
17 C -4.071 -1.409 -1.683
18 H 5.889 -1.326 -1.434
19 C 2.060 -1.035 -2.858
20 H -2.442 3.754 4.706
21 H 5.519 -1.042 1.318
22 H 4.866 1.499 -1.160
23 H 6.263 0.824 -5.107
24 H -4.238 -1.103 -0.647
25 C 6.124 -1.113 -2.478
26 H -4.327 -2.457 -1.797
27 H -0.884 3.566 3.065
28 H 7.138 -0.706 -2.527
29 O 0.230 -1.979 -0.725
30 H -1.044 -6.029 -3.873
31 C -2.869 0.762 3.137
32 S 0.303 -3.711 -3.536
33 H 4.547 1.123 -5.416
34 H 5.875 2.227 -2.421
35 C 2.618 0.699 1.268
36 C -2.730 1.260 -1.506
37 H -4.707 -0.805 -2.334
38 H 1.039 1.308 -2.053
39 C -2.011 0.131 -1.867
40 H 4.111 2.345 -2.513
41 H -0.125 3.408 -1.344
42 H -1.215 2.486 1.680
43 C -2.634 -1.203 -2.010
44 Te -2.010 -0.444 1.610
45 O 1.541 -3.724 -0.232
46 C 4.473 -0.817 1.161
47 C -4.598 3.215 6.279
48 C 3.961 0.429 1.482
49 C -4.003 0.333 3.855
50 C -4.547 1.138 4.850
51 C -0.032 1.347 -1.892
52 C -1.355 -4.168 -3.112
53 N -1.830 -2.124 -2.409
54 C -1.093 2.536 2.765
55 C -4.006 2.375 5.178
56 H 0.744 -0.088 0.595
57 N -1.674 -5.466 -3.333
58 H -0.224 1.914 2.995
59 C 3.643 -1.794 0.627
60 Br 4.493 -3.434 0.186
61 C -2.065 2.460 -1.343
62 H -2.644 -5.727 -3.284
63 H -3.920 -1.794 3.572
64 C 1.346 -2.539 -0.221
65 H 2.198 1.661 1.535
66 C 4.941 1.692 -2.232
67 C 3.202 -0.634 -3.040
68 H -5.442 -1.203 4.291
69 Si 4.866 0.078 -3.186
70 H 6.107 -2.061 -3.019
71 H -4.205 4.232 6.250
72 H -3.787 1.180 -1.307
73 H 4.616 1.183 1.903

As for the multiplicity: 2. Its LUMO energy (spin up / spin down) is 1.4 / 1.4 eV. As for the molar mass: 838.34 u. Its expectation value of S² is 0.7588. Its orbital gap (spin up / spin down) is 4.6888 / 4.6980 eV. As for the charge: -1.

=====

Version B
DFT (ωB97M-V/def2-TZVPD) results for a structure of composition C29H33BrN4O2RuSSiTe.

Cartesian coordinates (Å):
1 H -5.733 -1.058 4.849
2 H 8.342 -0.202 -3.566
3 H 1.519 1.880 4.521
4 H -3.868 1.398 6.689
5 C -0.255 2.832 3.799
6 H 4.622 -1.140 0.367
7 C 1.136 1.406 2.459
8 O -1.719 1.467 -0.512
9 C 0.277 1.587 1.388
10 H 8.125 -1.684 -2.637
11 H 3.976 0.797 -6.024
12 C -0.852 2.396 1.497
13 S -5.035 1.052 -0.926
14 C 0.129 -2.681 0.633
15 C -0.149 -2.566 -1.739
16 N -2.875 -0.262 -2.293
17 H -0.480 3.320 4.738
18 C 5.474 -0.212 -4.204
19 C 3.875 -0.661 -0.271
20 C -3.294 0.272 1.717
21 H -4.780 -1.515 6.270
22 H 6.321 -1.256 -1.124
23 C 4.151 0.157 -3.981
24 H 1.307 -3.800 -0.775
25 H 0.156 -2.819 -2.742
26 C -1.097 3.028 2.714
27 C -1.749 2.537 0.300
28 Ru -3.072 0.131 -0.276
29 Si -3.456 -0.075 4.732
30 C 0.863 2.022 3.671
31 H -4.851 1.893 5.299
32 H -1.465 -1.557 4.739
33 H 0.637 -3.045 1.515
34 H -1.624 -2.369 -4.302
35 O -2.382 3.527 0.054
36 C -1.528 -1.305 -4.077
37 H 2.015 0.786 2.337
38 H 7.817 -1.673 -4.376
39 H 2.954 -1.247 -0.258
40 H 0.497 1.117 0.435
41 H -1.022 0.106 5.120
42 C 5.715 -0.859 -1.935
43 N -5.526 1.646 -3.466
44 C 0.496 -3.097 -0.639
45 C 3.352 0.696 -5.134
46 H 2.509 0.040 -5.362
47 C -1.170 -1.646 -1.543
48 H -4.513 -2.326 4.718
49 H -0.485 -0.999 -4.202
50 H 3.612 0.310 0.156
51 H -1.236 -1.395 1.723
52 C -1.769 -0.670 5.298
53 H 5.888 -0.094 -5.202
54 H 2.914 1.664 -4.884
55 C -3.869 1.527 5.603
56 N -1.543 -1.283 -0.300
57 C 7.716 -1.092 -3.457
58 C -0.898 -1.768 0.764
59 Te 1.564 0.558 -2.323
60 Br -2.601 4.145 3.014
61 H -6.365 2.032 -3.078
62 H -2.162 -0.735 -4.749
63 H -1.768 -0.918 6.363
64 C -3.433 0.138 2.925
65 C -1.911 -1.028 -2.665
66 C 6.279 -0.724 -3.195
67 C -4.670 0.975 -2.663
68 C 3.584 0.016 -2.700
69 H -5.443 1.527 -4.460
70 C -4.742 -1.367 5.187
71 H -3.142 2.300 5.346
72 N -3.684 0.339 -3.224
73 C 4.395 -0.499 -1.673

As for the multiplicity: 2. Its LUMO energy (spin up / spin down) is 1.4 / 1.4 eV. As for the molar mass: 838.34 u. Its expectation value of S² is 0.7594. Its orbital gap (spin up / spin down) is 4.6951 / 4.6866 eV. As for the charge: -1.

=====

Top of the stability list: version B, leading by 0.0032 hartree.

=====

Version A
DFT (ωB97M-V/def2-TZVPD) results for a cluster of 3 separate species, C2H4N4S2 in total.

Cartesian coordinates (Å):
1 H 1.359 2.013 0.771
2 H -1.315 2.080 0.592
3 N 0.875 1.111 -0.380
4 C -1.412 0.037 -0.247
5 S 3.084 -0.106 0.027
6 H 0.995 -2.078 0.425
7 C 1.482 -0.065 -0.166
8 N -0.566 1.188 -0.358
9 S -3.104 -0.070 0.056
10 H -1.356 -1.920 -0.198
11 N -0.726 -1.057 -0.311
12 N 0.684 -1.134 -0.212

Its LUMO energy is -1.7 eV. As for the molar mass: 148.22 u. Its orbital gap is 6.7768 eV.

=====

Version B
DFT (ωB97M-V/def2-TZVPD) results for the molecule C2H4N4S2.

Cartesian coordinates (Å):
1 H -1.702 1.101 1.197
2 C 0.655 -0.217 0.067
3 S 1.345 1.364 0.191
4 N -0.929 -1.752 0.012
5 H -2.793 -0.090 0.434
6 H -1.949 1.118 -0.563
7 N 0.209 -2.279 -0.145
8 S 3.325 0.980 -0.110
9 H 3.323 1.129 -1.446
10 C -1.871 0.478 0.320
11 N 1.190 -1.380 -0.117
12 N -0.802 -0.452 0.162

Its SMILES is Cn1nnnc1SS. Its LUMO energy is 0.1 eV. As for the molar mass: 148.22 u. Its orbital gap is 9.5795 eV.

=====

Top of the stability list: version B, leading by 0.2217 hartree.

=====

Version A
DFT (ωB97M-V/def2-TZVPD) results for a cluster of 2 separate species, C3H2F2 in total.

Cartesian coordinates (Å):
1 H -0.363 0.969 1.046
2 F -0.003 -2.035 0.222
3 H -0.272 -0.674 -1.300
4 F 3.228 -0.128 -0.038
5 C 0.253 -0.871 -0.376
6 C 0.379 0.298 0.693
7 C 1.424 -0.259 0.090

Its LUMO energy is -0.5 eV. As for the molar mass: 76.05 u. Its orbital gap is 10.9150 eV.

=====

Version B
DFT (ωB97M-V/def2-TZVPD) results for a cluster of 2 separate species, C3H2F2 in total.

Cartesian coordinates (Å):
1 H -1.463 -1.702 0.701
2 C -0.815 -0.943 0.178
3 F 2.047 1.030 -1.480
4 C 0.184 -0.124 0.661
5 H 0.254 1.852 0.619
6 F -0.960 -1.012 -1.075
7 C 0.754 0.899 0.397

Its LUMO energy (spin up / spin down) is -2.0 / -2.6 eV. As for the molar mass: 76.05 u. Its orbital gap (spin up / spin down) is 9.4643 / 6.8966 eV.

=====

Top of the stability list: version A, leading by 0.0705 hartree.

=====

Version A
DFT (ωB97M-V/def2-TZVPD) results for a cluster of 2 separate species, C8H12N3 in total.

Cartesian coordinates (Å):
1 H 1.116 -2.759 0.828
2 C 3.462 0.267 0.191
3 H -3.316 2.020 1.140
4 C 2.729 -0.852 0.021
5 C 2.868 1.589 0.010
6 N -1.548 -0.914 0.026
7 H -4.542 2.374 -0.006
8 H -1.245 -3.109 -0.031
9 H -3.414 -1.124 -0.752
10 C 1.261 -0.884 -0.058
11 H -2.980 0.446 -0.208
12 H 4.525 0.162 0.487
13 H 0.915 -2.807 -0.849
14 C 1.499 1.663 -0.143
15 H -3.084 3.062 -0.243
16 C 0.820 0.420 -0.097
17 C 0.595 -2.215 0.036
18 H 0.904 2.611 -0.418
19 H 3.523 2.405 -0.042
20 H 3.079 -1.925 0.137
21 C -0.929 -2.027 0.032
22 N -3.448 2.174 0.152
23 N -2.791 -0.576 -0.213

Its LUMO energy (spin up / spin down) is -6.1 / -6.1 eV. As for the molar mass: 150.21 u. Its orbital gap (spin up / spin down) is 6.2543 / 6.2417 eV. As for the charge: +1.

=====

Version B
DFT (ωB97M-V/def2-TZVPD) results for the ion C8H12N3 with charge +1.

Cartesian coordinates (Å):
1 H 0.049 -1.662 -2.291
2 C -0.822 0.904 0.641
3 C -1.839 0.427 -0.002
4 C 2.228 1.148 -0.982
5 H 3.184 -0.656 -0.980
6 C -3.243 0.640 0.366
7 H 2.945 1.697 -1.763
8 N 2.364 -0.158 -0.773
9 H 2.601 -2.125 1.037
10 C -1.552 -0.424 -1.286
11 C 1.743 -1.502 1.237
12 H -1.052 1.422 1.670
13 H 2.030 -0.877 2.074
14 C 1.376 -0.589 0.144
15 H -3.529 1.661 0.631
16 N 1.211 1.653 -0.349
17 H 0.920 1.058 1.574
18 H 0.767 -2.137 1.524
19 N 0.634 0.674 0.615
20 H -3.468 -0.061 1.099
21 C -0.465 -1.092 -1.517
22 H -3.793 0.462 -0.565
23 H -2.292 -0.463 -2.105

Its LUMO energy (spin up / spin down) is -3.8 / -4.2 eV. As for the molar mass: 150.21 u. Its orbital gap (spin up / spin down) is 8.3736 / 8.1034 eV. As for the charge: +1.

=====

Version C
DFT (ωB97M-V/def2-TZVPD) results for the ion C8H12N3 with charge +1.

Cartesian coordinates (Å):
1 C 0.725 -0.076 -0.530
2 H -1.861 2.086 2.572
3 H 1.284 0.342 1.408
4 C -0.632 1.058 1.270
5 H -0.159 -2.304 -3.299
6 N 0.110 -2.161 -1.445
7 H 1.139 1.528 -1.971
8 N -1.642 0.377 0.732
9 H -0.140 -3.110 0.616
10 H -1.589 0.002 -0.248
11 H -0.264 1.639 3.321
12 C 0.401 -1.489 -0.337
13 N 0.293 -2.136 0.883
14 C -0.798 1.939 2.433
15 C 0.820 -0.389 -2.869
16 C 0.692 0.838 0.715
17 H -0.288 2.816 2.230
18 C 0.973 0.446 -1.752
19 H 1.304 1.672 0.536
20 H 1.161 -2.299 1.374
21 H -2.650 0.751 0.895
22 C 0.196 -1.595 -2.628
23 H 0.926 0.064 -3.905

Its SMILES is CC(=[NH2+])Cc1cccnc1N. Its LUMO energy is -4.5 eV. As for the molar mass: 150.21 u. Its orbital gap is 7.7691 eV. As for the charge: +1.

=====

Top of the stability list: version C, leading by 0.1694 hartree.

=====

Version A
DFT (ωB97M-V/def2-TZVPD) results for the ion C8H12N3 with charge +1.

Cartesian coordinates (Å):
1 H -3.764 -1.466 -0.032
2 C 3.573 0.738 -0.012
3 H -1.939 2.733 0.178
4 C 3.744 -0.593 0.188
5 H -2.404 -2.080 -1.187
6 C 1.326 -1.181 -0.149
7 H 0.453 -1.761 -0.311
8 N 2.302 1.126 -0.217
9 H -2.245 -2.506 0.557
10 C -1.368 0.621 -0.423
11 N -1.567 -0.699 0.128
12 H 4.402 1.405 -0.188
13 C 1.133 0.385 -0.190
14 H -1.798 0.746 -1.459
15 H 2.271 2.112 -0.463
16 C 2.562 -1.376 0.123
17 C -2.657 -1.708 -0.211
18 H -3.153 1.488 0.375
19 H -1.376 -0.802 1.179
20 C -2.122 1.637 0.413
21 H 4.676 -1.067 0.619
22 H -2.083 1.353 1.481
23 N 0.034 0.895 -0.399

Its SMILES is CN[C@@H](C)/N=C1\C=C=CC=[NH+]1. Its LUMO energy (spin up / spin down) is -6.8 / -5.6 eV. As for the molar mass: 150.21 u. Its orbital gap (spin up / spin down) is 5.5731 / 6.9390 eV. As for the charge: +1.

=====

Version B
DFT (ωB97M-V/def2-TZVPD) results for the ion C8H12N3 with charge +1.

Cartesian coordinates (Å):
1 N -1.326 0.333 -1.203
2 H -0.537 1.910 -2.352
3 H 0.789 1.097 2.351
4 C -0.311 1.178 -1.568
5 H -3.115 0.654 -0.359
6 C 1.525 1.271 1.583
7 C -0.992 -0.708 -0.533
8 H 0.088 -1.553 1.915
9 H -2.659 1.793 -1.525
10 N 0.823 1.446 -0.718
11 H 0.338 -3.241 1.182
12 H -0.787 -2.840 -0.657
13 C 1.673 -1.674 0.405
14 C -0.557 -1.848 -0.162
15 H 2.432 -2.429 0.387
16 C 0.396 -2.119 1.016
17 N 1.953 -0.481 0.121
18 H 0.836 2.388 -0.447
19 C 1.347 0.687 0.290
20 H -3.406 0.178 -2.029
21 C -2.643 0.764 -1.293
22 H 2.397 0.850 2.012
23 H 1.736 2.346 1.584

Its LUMO energy is -3.8 eV. As for the molar mass: 150.21 u. Its orbital gap is 7.2663 eV. As for the charge: +1.

=====

Top of the stability list: version B, leading by 0.0094 hartree.